Record 1
This record from the OMol25 dataset describes a cluster of 2 separate species, C4H11NO3 in total. The level of theory is the ωB97M-V functional and the def2-TZVPD basis.

Cartesian coordinates (Å):
O: -1.96 1.66 1.47
O: -2.36 -0.89 -0.02
O: 2.80 -0.09 -0.94
N: -0.26 0.84 -0.99
C: -1.25 -1.34 -0.14
C: -0.02 -0.53 -0.56
C: 0.93 -0.58 0.58
C: 2.29 0.19 0.35
H: 0.43 -1.02 -1.38
H: 2.03 1.22 0.52
H: -0.85 0.87 -1.81
H: 2.77 0.71 -1.53
H: 1.17 -1.62 0.77
H: -0.74 1.43 -0.27
H: -2.37 2.46 1.68
H: 3.17 -0.12 0.89
H: -1.22 -2.38 -0.26
H: -2.51 0.89 1.33
H: 0.41 -0.24 1.51

Computed properties:
E, a.u.: -439.40246
Total charge: -1
2S+1: 2
Gap between HOMO and LUMO (spin up / spin down), Ha: 0.1050 / 0.2438


Record 2
This record from the OMol25 dataset describes a cluster of 2 separate species, C4H11NO3 in total. The level of theory is the ωB97M-V functional and the def2-TZVPD basis.

Cartesian coordinates (Å):
O: -0.78 -2.23 -1.48
O: -1.16 -2.83 0.62
O: 0.94 -2.23 0.01
N: -1.09 0.10 0.20
C: 1.12 0.86 -0.87
C: -0.06 1.29 -0.03
C: -0.27 -2.25 -0.22
C: 0.34 1.91 1.29
H: 1.67 1.75 -1.22
H: 1.00 1.25 1.86
H: -0.62 -3.09 1.39
H: -1.87 0.40 0.78
H: 1.84 0.28 -0.28
H: -0.54 2.14 1.90
H: -1.52 -0.19 -0.68
H: 0.81 0.25 -1.72
H: -0.66 2.00 -0.60
H: 0.01 -2.25 -2.06
H: 0.85 2.86 1.11

Computed properties:
E, a.u.: -439.49070
Structure (SMILES): O=C(O)O.CC(C)N
Gap between HOMO and LUMO, Ha: 0.3701


Record 3
This record from the OMol25 dataset describes a cluster of 2 separate species, C4H11NO3 in total. The level of theory is the ωB97M-V functional and the def2-TZVPD basis.

Cartesian coordinates (Å):
O: -2.46 1.36 0.32
O: -0.27 2.84 1.78
O: 1.93 -1.24 0.18
N: 0.04 0.05 1.15
C: -1.93 0.44 -0.19
C: 1.50 -1.27 -1.13
C: -0.32 0.28 -0.29
C: -0.11 -0.93 -1.20
H: -1.05 2.64 1.12
H: 0.89 0.62 1.49
H: -2.51 -0.36 -0.74
H: 1.78 -2.23 -1.72
H: 2.27 -0.62 -1.72
H: 1.88 -2.08 0.66
H: -0.73 2.75 2.67
H: 0.22 -0.94 1.19
H: -0.63 -0.64 -2.15
H: -0.60 -1.80 -0.81
H: 0.12 1.13 -0.63

Computed properties:
E, a.u.: -439.38671
Structure (SMILES): N[C@H](C=O)CCO.O
Gap between HOMO and LUMO, Ha: 0.3315


Record 4
This record from the OMol25 dataset describes a cluster of 2 separate species, C4H11NO3 in total. The level of theory is the ωB97M-V functional and the def2-TZVPD basis.

Cartesian coordinates (Å):
O: -2.31 1.59 -1.59
O: 1.21 -1.76 1.10
O: 3.43 -0.31 -0.25
N: -0.21 -0.85 -0.97
C: -2.11 1.58 -0.39
C: 0.34 -0.68 1.42
C: -0.70 -0.34 0.31
C: -0.79 1.22 0.21
H: -0.22 -1.00 2.31
H: 2.01 -1.38 0.72
H: -0.98 -1.20 -1.55
H: -2.98 1.79 0.27
H: -0.01 1.54 -0.48
H: 0.38 -1.66 -0.79
H: 0.95 0.18 1.70
H: 3.26 0.55 0.17
H: -0.63 1.71 1.18
H: 3.17 -0.26 -1.18
H: -1.67 -0.75 0.59

Computed properties:
E, a.u.: -439.45559
Structure (SMILES): N[C@@H](CO)CC=O.O
Gap between HOMO and LUMO, Ha: 0.3652